Computed, not measured: a structure of composition C53H47N12O3P2SSr in a non-equilibrium geometry, with ωB97M-V/def2-TZVPD.

Structure (XYZ):
```
119
Properties=species:S:1:pos:R:3:forces:R:3
Sr -1.730473 -0.025540 0.248152 -2.3 -7.8 -17.7
C -2.905422 1.242746 -5.081870 0.0 0.1 0.1
C -2.204861 1.137363 -3.753411 -0.2 -0.2 -0.1
N -2.595735 0.305114 -2.844292 0.4 0.2 0.1
N -3.648733 -0.452269 -3.243742 -0.7 0.1 -1.0
C -4.095521 -1.356625 -2.426340 1.6 0.3 2.2
N -5.080219 -2.197194 -2.764377 0.2 0.2 0.1
S -3.432285 -1.619122 -0.783685 -3.2 -1.5 -1.5
C -0.970243 1.930914 -3.558034 0.2 -0.3 0.4
C -0.783301 3.159404 -4.193862 0.1 0.1 0.0
C 0.436340 3.806229 -4.084313 -0.1 -0.1 0.0
C 1.451009 3.212765 -3.351141 0.0 0.0 0.0
C 1.170395 2.010207 -2.721433 0.1 0.1 0.0
N 0.006161 1.378313 -2.813990 -0.2 0.3 0.2
H -3.153408 0.236408 -5.412143 0.0 0.0 -0.1
H -2.302375 1.752782 -5.830632 0.0 0.0 0.0
H -3.856939 1.765997 -4.964892 0.0 0.0 -0.1
H -5.582585 -2.104372 -3.628559 -0.1 -0.1 0.0
H -5.310090 -2.821752 -2.011448 -0.5 -0.2 -0.4
H -1.587557 3.604200 -4.763108 0.0 0.0 0.0
H 0.596470 4.762120 -4.565905 0.0 0.0 -0.1
H 2.427758 3.669950 -3.270177 0.0 0.0 0.0
H 1.932489 1.511469 -2.126389 0.0 0.0 0.0
O -3.348783 0.840855 1.215248 -3.4 1.5 2.5
P -2.300757 1.803289 1.627237 -1.3 5.8 -0.2
C -0.696190 1.055197 1.660628 3.5 3.7 4.9
P -1.091932 -0.422670 2.547335 1.1 -1.5 6.6
O -1.659001 -1.501789 1.718166 0.0 -2.8 2.3
C 0.107631 -0.732683 3.842149 0.5 -0.2 -0.1
C 1.072884 0.185491 4.243145 0.1 -0.4 0.0
C 1.760096 -0.019537 5.431473 -0.1 0.0 0.0
C 1.470724 -1.128572 6.209518 0.1 0.0 0.2
C 0.499205 -2.039850 5.816846 -0.1 -0.1 0.0
C -0.198320 -1.838028 4.639573 0.3 0.1 -0.2
C -2.335313 0.167525 3.731854 0.0 0.5 0.1
C -3.625690 -0.357617 3.801569 0.3 0.2 -0.1
C -4.461601 0.077873 4.815240 0.0 -0.2 0.1
C -3.982425 0.941961 5.794322 -0.3 0.1 0.2
C -2.707051 1.473495 5.725975 0.2 0.2 -0.4
C -1.907333 1.137513 4.645843 -0.3 -0.6 0.3
C -1.858940 2.795948 0.190454 -0.3 1.3 -0.4
C -0.562181 3.253162 -0.060354 -0.3 0.2 -0.2
C -0.358687 4.417265 -0.783741 0.0 0.0 0.1
C -1.442670 5.116957 -1.284555 0.1 0.2 -0.1
C -2.735299 4.658958 -1.082653 -0.2 0.0 0.1
C -2.940605 3.528815 -0.316777 0.2 -0.4 -0.2
C -2.618336 3.179503 2.674599 0.0 0.0 0.4
C -3.944953 3.469781 2.962360 0.5 -0.2 0.3
C -4.209605 4.645135 3.651236 -0.2 0.0 0.0
C -3.170325 5.490583 4.001875 0.0 0.3 0.1
C -1.853548 5.220482 3.640131 0.0 -0.1 -0.1
C -1.570911 4.062546 2.941728 -0.4 -0.1 0.4
H -0.004750 1.684920 2.219322 -0.1 -0.1 0.5
H -0.348546 0.988205 0.651860 2.8 1.9 1.7
H 1.304541 1.052545 3.646922 0.1 0.1 -0.1
H 2.500579 0.700185 5.753667 0.0 0.0 0.0
H 1.996796 -1.276638 7.143533 0.0 0.0 0.0
H 0.266737 -2.888926 6.445596 0.0 0.0 0.0
H -0.983744 -2.508805 4.307839 0.0 -0.1 0.2
H -3.941531 -1.045868 3.029001 -0.2 -0.1 0.1
H -5.481586 -0.280439 4.856310 0.0 0.0 0.1
H -4.626426 1.224578 6.617446 0.0 0.0 0.0
H -2.343853 2.171068 6.468995 -0.1 0.0 0.0
H -0.923734 1.559792 4.521531 0.1 0.2 0.3
H 0.311768 2.756751 0.326510 0.2 0.0 0.1
H 0.647189 4.790004 -0.911851 0.0 0.0 -0.1
H -1.275539 6.044207 -1.817444 0.0 0.0 -0.1
H -3.576333 5.216008 -1.472997 0.0 0.0 0.0
H -3.935850 3.186018 -0.055861 -0.1 0.1 -0.2
H -4.700850 2.760822 2.651997 -0.2 0.1 0.1
H -5.228042 4.906189 3.905882 0.0 0.0 0.0
H -3.382113 6.402093 4.545532 -0.1 0.0 0.0
H -1.064201 5.920441 3.878827 0.0 0.0 0.0
H -0.573516 3.833970 2.593810 0.1 0.1 0.1
C 3.458091 -2.682033 2.678226 0.3 -0.2 -0.1
N 2.567161 -1.740460 2.027923 -0.5 -0.2 -0.1
C 1.340235 -1.951446 1.555243 -0.3 -0.1 -0.6
N 0.865574 -0.853100 0.974489 1.3 -0.2 0.3
C 1.894449 0.019849 1.160753 0.3 -0.2 -0.2
N 2.938253 -0.475707 1.777834 0.2 0.2 0.0
C 4.632158 -3.042730 1.789397 0.0 0.1 0.0
C 5.885432 -3.232499 2.356261 -0.1 0.0 0.1
C 6.986272 -3.504179 1.556695 0.0 0.0 0.0
C 6.851671 -3.566381 0.183165 -0.1 0.0 -0.1
C 5.595331 -3.380108 -0.389461 -0.2 0.1 0.3
C 4.483764 -3.138967 0.414335 0.1 0.0 -0.1
C 5.459002 -3.387368 -1.834857 0.4 0.0 -0.6
N 6.397474 -3.524449 -2.715632 0.1 0.0 0.7
N 5.810852 -3.422642 -3.942414 -0.5 0.0 -0.5
C 4.545073 -3.229432 -3.743126 0.7 -0.1 0.0
O 4.255143 -3.189802 -2.420588 -0.3 0.0 0.2
C 3.502301 -3.072978 -4.740657 -0.3 0.0 0.0
C 3.848255 -3.027828 -6.088252 0.0 0.0 0.2
C 2.848799 -2.910153 -7.036867 0.0 0.0 0.0
C 1.520439 -2.837643 -6.646062 0.0 0.0 0.0
C 1.171041 -2.873603 -5.300208 -0.1 0.0 0.1
C -0.298679 -2.792830 -4.930267 0.1 0.0 -0.1
N -0.559337 -2.719436 -3.510917 0.5 0.6 -0.1
C -0.269598 -1.724341 -2.658070 -0.4 -0.2 0.6
N -0.645775 -2.060209 -1.436161 0.7 -0.5 -0.3
C -1.123540 -3.336072 -1.602279 0.2 0.6 -0.1
N -1.083302 -3.751708 -2.840784 -0.2 -0.8 0.2
C 2.168071 -2.993000 -4.347437 0.1 0.0 -0.1
H 2.861591 -3.557903 2.939234 0.0 0.0 0.0
H 3.831209 -2.221793 3.592694 -0.1 0.0 0.0
H 0.783997 -2.873160 1.616315 0.2 -0.1 0.1
H 1.879930 1.038940 0.814324 0.1 0.1 0.0
H 6.002568 -3.159079 3.430867 0.0 0.0 0.0
H 7.958621 -3.637066 2.010850 0.0 0.0 0.0
H 7.700176 -3.750263 -0.460660 0.0 0.0 0.0
H 3.516399 -3.011609 -0.056624 0.0 0.1 0.0
H 4.891026 -3.090115 -6.365510 0.0 0.0 0.0
H 3.106513 -2.874428 -8.086565 0.0 0.0 0.0
H 0.743546 -2.758380 -7.397422 0.0 0.0 0.0
H -0.809818 -3.683620 -5.291883 -0.1 0.1 0.0
H -0.746775 -1.917363 -5.405098 0.0 0.0 0.0
H 0.135937 -0.754222 -2.891112 0.0 -0.1 -0.4
H -1.567131 -3.904026 -0.805203 0.0 -0.1 0.0
H 1.919705 -3.032452 -3.295757 0.0 0.0 0.0
```
Positions in Å, forces in eV/Å.

total charge = +1
gap between HOMO and LUMO = 6.18 eV
energy relative to the best compared isomer or geometry (same formula, charge and spin) = 1125.9 kJ/mol
highest occupied orbital energy = -0.323 Ha